Record 1
50
Properties=species:S:1:pos:R:3 method="wB97M-V/def2-TZVPD" lumo_ev=-0.09 total_charge=0 smiles="O=C(CSc1nc(C2CCCCC2)nc2ccccc12)N1CCCC1"
S -0.184 -2.125 -1.205
O -3.816 -1.820 -1.764
N -2.964 -1.242 0.226
N 2.683 0.956 0.323
N 0.608 0.322 -0.590
C 2.654 -2.709 -0.071
C 1.493 1.230 -0.134
C -2.877 -1.416 -1.103
C -1.956 -0.749 1.140
C 1.053 2.663 -0.126
C 0.323 3.048 -1.414
C 3.071 -0.337 0.351
C 4.743 -1.982 0.876
C 0.957 -0.940 -0.592
C 0.138 2.912 1.081
C -0.101 4.512 -1.365
C -2.763 -0.329 2.366
C -0.284 4.377 1.131
C -0.998 4.771 -0.158
C 4.345 -0.673 0.846
C -3.882 -1.368 2.391
C -1.553 -1.064 -1.760
C 2.220 -1.376 -0.112
C 3.899 -3.004 0.417
C -4.213 -1.542 0.912
H 0.976 2.874 -2.271
H -1.916 4.186 -0.258
H 1.953 3.274 -0.012
H 4.238 -4.028 0.451
H 0.663 2.638 1.999
H -1.277 5.826 -0.121
H -4.985 -0.838 0.582
H -1.255 -1.551 1.402
H 0.601 5.003 1.262
H 0.787 5.144 -1.299
H -0.558 2.414 -1.529
H -3.510 -2.305 2.807
H -1.389 0.076 0.705
H -0.749 2.280 0.995
H 5.721 -2.240 1.256
H -4.744 -1.047 2.971
H -1.660 -1.213 -2.835
H 4.981 0.125 1.193
H -0.941 4.541 1.988
H -1.235 -0.043 -1.542
H -0.630 4.772 -2.284
H -2.163 -0.325 3.274
H -3.180 0.668 2.217
H -4.547 -2.549 0.654
H 1.991 -3.482 -0.430

=====

Record 2
89
Properties=species:S:1:pos:R:3 method="wB97M-V/def2-TZVPD" lumo_ev=-6.83 total_charge=+2
Ta -0.509 0.393 -0.028
Br -1.904 -1.445 6.405
Br 2.326 -5.675 1.339
Cl -6.070 2.522 -2.384
Cl -4.766 2.373 2.875
S 2.985 0.933 0.340
O 3.054 0.639 -1.059
O -2.107 -1.105 -0.149
O -0.324 2.393 1.003
O -0.202 1.831 -1.525
O 3.660 0.109 1.284
O -0.309 -0.266 -1.937
O -2.449 1.016 -0.209
N 0.484 -1.549 0.374
N 1.345 1.012 0.735
N -0.969 -0.140 2.076
N -6.297 1.504 0.392
C -6.111 0.256 1.039
C 3.121 5.336 1.274
C 4.326 4.725 0.943
C -2.943 -0.178 -0.350
C -1.539 -0.916 4.658
C -4.363 -0.420 -0.685
C 1.829 -3.407 -0.280
C -4.159 4.042 -1.255
C -0.764 -1.728 3.835
C 2.005 3.257 1.018
C -0.849 1.965 -8.044
C -1.120 3.634 -3.358
C 4.396 3.367 0.639
C -5.803 -2.190 2.348
C 1.595 -4.010 0.946
C -0.243 0.462 -6.131
C -0.963 2.699 -5.644
C -0.694 1.704 -6.579
C -0.800 2.496 -4.287
C 0.463 -1.170 -4.412
C -3.523 3.895 1.048
C -0.077 0.183 -4.792
C -5.309 2.463 0.210
C 0.810 -3.356 1.889
C 1.939 4.608 1.313
C -0.371 1.212 -3.852
C -1.719 0.637 2.873
C -4.998 -1.869 1.269
C 1.247 -2.183 -0.529
C 3.219 2.657 0.684
C -6.938 -0.089 2.104
C 0.287 -2.117 1.584
C -0.274 0.949 -2.455
C -4.499 2.934 1.251
C -0.515 -1.324 2.541
C -5.104 3.056 -1.044
C -2.035 0.282 4.165
C -6.793 -1.302 2.752
C -3.350 4.452 -0.207
C -5.157 -0.662 0.592
C 0.933 2.271 0.969
H -4.264 -2.583 0.911
H -1.545 4.458 -3.927
H -2.611 5.225 -0.360
H -2.653 0.933 4.766
H 5.232 5.315 0.920
H -4.065 4.483 -2.238
H -5.684 -3.141 2.850
H -0.377 -2.660 4.216
H -2.075 1.565 2.449
H 3.107 6.392 1.506
H -1.275 1.102 -8.553
H -0.223 3.992 -2.852
H -7.446 -1.552 3.576
H 1.290 -1.085 -3.706
H -7.120 1.603 -0.180
H 0.632 -3.816 2.848
H -4.756 0.433 -1.236
H -7.682 0.626 2.430
H 2.445 -3.877 -1.032
H -4.403 -1.312 -1.310
H 5.334 2.897 0.378
H -1.311 3.664 -5.990
H -2.939 4.240 1.891
H 0.998 5.074 1.572
H -1.475 2.834 -8.234
H -0.007 -0.305 -6.858
H 0.131 2.153 -8.489
H 1.390 -1.687 -1.476
H 0.834 -1.674 -5.301
H -0.308 -1.796 -3.963
H -1.829 3.344 -2.582

=====

Record 3
52
Properties=species:S:1:pos:R:3 method="wB97M-V/def2-TZVPD" lumo_ev=-1.05 total_charge=0
S -7.270 -2.794 3.519
O -0.245 1.592 3.283
O 3.909 -0.376 -1.356
O 1.868 0.532 -6.203
O 0.844 1.005 1.408
N -7.329 -1.647 2.317
N -5.962 -2.331 4.458
C -1.490 0.870 3.177
C 3.699 -0.235 -4.948
C -0.576 1.195 -2.876
C 0.850 -1.301 4.198
C 1.509 0.535 -3.881
C 1.631 -0.256 3.305
C -4.349 -0.328 4.180
C 6.295 -1.203 -4.687
C 5.749 -1.004 -5.952
C 1.244 0.454 -1.483
C 0.725 0.807 2.598
C 4.240 -0.454 -3.681
C 0.206 1.008 -4.007
C -5.521 -1.184 3.799
C -4.763 1.238 2.098
C -0.060 0.909 -1.614
C 5.543 -0.929 -3.554
C 3.433 -0.198 -2.462
C -4.004 0.828 3.346
C 2.323 0.299 -5.099
C 4.456 -0.517 -6.083
C -6.279 -0.757 2.540
C 2.035 0.272 -2.614
C -2.731 1.689 3.746
C -5.912 0.446 1.700
H 2.139 -0.833 2.477
H 2.381 0.259 3.972
H 6.334 -1.227 -6.837
H -2.715 1.795 4.862
H 0.171 -1.946 3.558
H 5.971 -1.091 -2.571
H -3.677 -0.515 5.054
H -1.712 0.655 2.084
H 4.037 -0.360 -7.070
H -1.592 1.559 -2.976
H 1.534 -2.034 4.725
H -4.378 2.135 1.553
H -2.840 2.704 3.282
H 7.308 -1.577 -4.586
H -6.496 0.746 0.799
H -0.202 1.227 -4.987
H -1.498 -0.117 3.731
H -0.675 1.043 -0.732
H 1.640 0.239 -0.500
H 0.203 -0.826 4.988